This record from OMol25 describes a structure of composition C17H17NO4 at a distorted geometry. The level of theory is ωB97M-V/def2-TZVPD.

Element x y z (Å)
H  0.8765  0.7237  3.6624
O  4.5542  -1.8029  -1.8641
H  1.9680  -0.6047  -4.6901
C  2.2878  -0.1783  -1.2078
H  0.0829  1.0429  -4.2037
H  2.8222  -0.5335  -0.4066
C  0.9748  0.5382  -1.1655
H  -0.6283  -0.7878  4.1802
H  -1.8243  2.7909  0.9943
C  3.8916  -1.3516  -2.8160
C  2.4896  -0.7252  -2.6091
O  2.4048  -0.0900  1.7157
O  4.0003  -1.6638  -4.0990
C  -2.1938  -1.9100  1.6044
H  -3.5617  -2.2659  -0.2035
C  -1.5223  0.5603  1.6548
H  0.5862  -1.1867  3.0237
H  -2.7180  2.4061  -0.5364
C  -2.6975  2.3155  0.4848
C  0.3486  1.1020  -2.1777
C  1.2297  0.6845  1.4264
H  -3.9249  0.1178  -0.7598
H  -1.9115  -2.9310  1.8600
C  0.5725  1.2145  2.5878
H  0.9553  2.4535  2.6387
H  -0.8838  -2.6075  3.5808
H  4.7226  -2.6390  -4.0537
C  0.5114  0.7037  -3.4975
H  -3.6316  2.4402  0.8848
C  -3.3339  -0.2986  0.0078
C  -0.5615  -1.3390  3.3221
C  -1.5233  -0.9321  2.2500
C  -2.4507  0.8379  0.7072
N  0.9021  0.9257  0.2277
O  -0.8559  1.3047  2.4218
H  -0.5374  1.5899  -1.7775
H  -0.1422  1.7086  0.1252
C  -3.0608  -1.5355  0.4286
C  1.7826  -0.0774  -3.7213

Kohn-Sham gap, eV: 8.429
Calculated total energy, Ha: -1013.318917
Energy above the lowest of the compared OMol25 structures with the same formula, charge and spin, eV: 12.201
HOMO, eV: -8.613


This record from OMol25 describes a cluster of 2 separate species, H4N2OS in total at a distorted geometry. The level of theory is ωB97M-V/def2-TZVPD.

Element x y z (Å)
H  1.2370  -1.5546  1.7473
S  -0.8065  0.0167  -0.3916
H  -2.6914  0.7473  -0.6369
N  -1.4260  -0.8749  0.6729
O  1.6253  -0.6749  1.6197
N  -1.8429  0.9464  -1.1294
H  1.6183  -0.2628  2.5934
H  -0.7474  -1.4141  1.2439

Kohn-Sham gap, eV: 9.787
Calculated total energy, Ha: -585.262127
Energy above the lowest of the compared OMol25 structures with the same formula, charge and spin, eV: 1.270
HOMO, eV: -9.881


This record from OMol25 describes a cluster of 2 separate species, C4H6BClO2S in total at a distorted geometry. The level of theory is ωB97M-V/def2-TZVPD.

Element x y z (Å)
H  -2.2212  -0.0289  -1.7435
C  -1.0079  -0.5592  1.1855
C  -1.0356  0.4783  0.1921
C  -0.9097  -1.8282  0.7932
H  2.9521  -0.0067  -0.9229
H  -1.2514  -0.3470  2.2357
B  1.5520  1.0256  -0.0700
H  3.1397  2.0395  0.5493
H  -0.5073  0.1343  -1.8284
H  -0.6391  -2.6871  1.4834
C  -1.3223  -0.1988  -1.1185
S  -1.0400  -1.9498  -0.9141
O  1.9792  -0.0139  -0.8451
Cl  -1.8821  2.0017  0.3810
O  2.1935  1.9405  0.6224

Kohn-Sham gap (alpha / beta), eV: 6.337 / 6.485
Calculated total energy, Ha: -1189.683005
Energy above the lowest of the compared OMol25 structures with the same formula, charge and spin, eV: 3.902
HOMO (alpha / beta), eV: -6.783 / -6.848


This record from OMol25 describes a structure of composition C22H38NO2P3Pt at a distorted geometry. The level of theory is ωB97M-V/def2-TZVPD.

Element x y z (Å)
C  -2.5457  3.2871  1.6339
H  3.9086  -1.7817  -1.5421
H  1.4347  -4.2204  0.8858
P  -2.8209  -1.4575  1.1237
H  3.2139  -4.4399  0.7623
C  -1.0793  -2.1403  -2.1796
H  -4.1693  -1.1549  3.0730
H  -3.3866  3.7445  1.1165
H  -3.3377  -1.0548  -1.2046
H  -1.9954  -0.3037  -2.8761
H  2.1290  1.9471  -3.2964
H  3.7401  -2.2105  2.5206
C  1.3062  -2.3581  -2.6665
N  -0.8131  1.6311  1.5316
H  2.2236  -2.9465  -2.6568
C  -1.0779  -0.8681  -2.7993
O  -0.2881  -1.3255  1.7565
H  4.8627  -2.4665  -0.1796
C  4.0828  -1.7451  -0.4584
H  3.4085  2.3319  -2.1034
H  -2.5032  -3.6245  0.1138
C  -0.4041  3.0433  -1.9246
H  -1.9860  -2.5582  -1.7608
C  2.8078  -1.7374  2.1777
H  2.5520  3.7351  0.5438
C  0.1171  -2.9001  -2.1483
C  -1.0183  3.0285  3.4688
C  1.3559  -1.0030  -3.0403
H  2.6165  3.6479  -3.0164
H  2.3093  -0.5283  -3.2760
C  -1.8624  2.2398  0.9954
P  2.5270  -2.1306  0.4238
H  -4.7652  -0.9028  -0.1338
C  -2.1103  3.6889  2.8973
C  -0.9123  -1.2306  0.7062
H  -3.9984  -3.5612  1.0979
H  -1.0806  3.4670  -1.1723
Pt  0.3935  -1.0068  -1.1428
P  1.2324  2.8258  -1.2323
H  -3.3364  0.3598  2.6127
H  0.1064  -3.8935  -1.7026
C  1.6111  4.0127  0.0482
H  1.7160  5.0110  -0.4031
H  1.9541  -2.1042  2.7614
H  0.4568  1.4609  3.1573
H  -0.8116  2.0825  -2.2681
C  0.1489  -0.2584  -3.1334
C  -0.3975  1.9982  2.7443
C  2.4574  2.6721  -2.5374
H  -2.4048  -3.6847  1.9004
H  -0.6266  3.2818  4.4519
H  2.8755  -0.6462  2.2705
C  2.3369  -3.9477  0.3222
H  -3.5527  0.4010  -0.1951
C  -3.6920  -0.6861  -0.2334
H  -2.4179  -0.9464  3.4216
H  -2.1813  1.8928  0.0106
H  2.2156  -4.2574  -0.7239
C  -3.2230  -0.7289  2.7066
C  1.2482  0.9940  -0.5257
H  4.3907  -0.7300  -0.1761
H  -0.3463  3.7369  -2.7753
H  0.1838  0.7693  -3.4699
O  1.9771  0.9602  0.4511
H  0.8032  4.0386  0.7923
C  -2.9461  -3.2490  1.0485
H  -2.6125  4.4997  3.4265

Kohn-Sham gap (alpha / beta), eV: 6.370 / 5.057
Calculated total energy, Ha: -2207.977917
Total charge: +4
Energy above the lowest of the compared OMol25 structures with the same formula, charge and spin, eV: 0.520
⟨S²⟩: 6.0192
Spin multiplicity: 5
HOMO (alpha / beta), eV: -18.685 / -20.318


This record from OMol25 describes a structure of composition C14H12BO2Rb at a distorted geometry. The level of theory is ωB97M-V/def2-TZVPD.

Element x y z (Å)
H  -18.2423  7.0461  4.7000
H  -20.9420  11.8620  1.5068
C  -21.2229  15.5764  4.1874
H  -20.7793  15.6504  -0.4554
B  -18.1062  6.3699  3.7674
C  -20.9274  15.0988  0.4662
C  -20.6461  14.5220  7.7238
H  -17.3374  6.8146  3.0112
H  -20.8818  13.3577  -0.6998
H  -20.8505  16.3952  6.6950
H  -20.3530  12.5961  8.5280
C  -21.0252  15.7405  1.6885
C  -21.0197  12.6515  3.9132
H  -20.9704  16.8172  1.6066
C  -20.7047  12.5472  6.3666
C  -20.9253  12.9430  1.4750
Rb  -20.2433  8.6196  3.8738
C  -20.9574  14.7308  5.3448
O  -21.5391  16.7389  4.2840
H  -17.8850  5.2498  3.9916
O  -21.0775  11.4544  3.7893
C  -21.0130  13.5689  2.7037
C  -20.8214  15.3194  6.5983
C  -20.5357  13.1375  7.6100
C  -20.8933  13.3382  5.2562
H  -20.5308  11.4788  6.3380
C  -20.8961  13.7145  0.3203
H  -19.1714  6.3267  3.3121
C  -21.0514  14.9692  2.8458
H  -20.5354  14.9962  8.6903

Kohn-Sham gap, eV: 6.475
Calculated total energy, Ha: -740.066011
Energy above the lowest of the compared OMol25 structures with the same formula, charge and spin, eV: 0.311
HOMO, eV: -8.206